{
  "formula": "C22H19Cl3InN7",
  "method": "ωB97M-V/def2-TZVPD",
  "total_charge": 2,
  "orbital_gap_ev": [6.363, 5.207],
  "max_force_ev_per_a": 0.5,
  "homo_energy_ev": [-13.70, -13.22],
  "e_lumo_ev": [-7.33, -8.01],
  "species": ["In", "C", "C", "C", "C", "C", "C", "N", "C", "C", "C", "C", "C", "C", "N", "N", "C", "C", "C", "C", "C", "N", "H", "H", "H", "H", "H", "H", "H", "H", "H", "H", "H", "H", "H", "Cl", "C", "Cl", "Cl", "C", "N", "C", "N", "C", "C", "N", "H", "H", "H", "H", "H", "H"],
  "coordinates": [[-0.663, 0.270, 0.157], [-3.023, 2.829, -4.089], [-1.772, 2.298, -4.384], [-1.305, 1.193, -3.693], [-2.093, 0.616, -2.692], [-3.327, 1.183, -2.365], [-3.798, 2.271, -3.078], [-1.669, -0.478, -1.917], [-1.018, -1.521, -2.469], [-0.988, -1.832, -3.857], [-0.385, -2.984, -4.298], [0.221, -3.873, -3.400], [0.195, -3.615, -2.038], [-0.431, -2.470, -1.581], [-0.413, -2.093, -0.235], [-0.512, -2.963, 0.636], [-0.431, -2.463, 1.968], [-0.604, -3.388, 2.979], [-0.533, -2.939, 4.291], [-0.296, -1.595, 4.523], [-0.143, -0.743, 3.437], [-0.201, -1.166, 2.177], [-3.396, 3.677, -4.649], [-1.163, 2.741, -5.161], [-0.320, 0.795, -3.899], [-3.919, 0.736, -1.576], [-4.772, 2.683, -2.850], [-1.508, -1.187, -4.549], [-0.394, -3.221, -5.353], [0.689, -4.775, -3.769], [0.655, -4.284, -1.324], [-0.792, -4.421, 2.724], [-0.658, -3.629, 5.114], [-0.223, -1.202, 5.527], [0.044, 0.313, 3.589], [0.332, 4.077, 3.556], [1.851, 3.351, 3.015], [2.728, 2.636, 4.362], [2.841, 4.518, 2.147], [1.496, 2.269, 2.080], [1.221, 1.428, 1.353], [0.895, 5.232, -2.009], [-0.430, 4.656, -1.757], [-1.616, 5.406, -2.186], [-0.556, 3.488, -1.214], [-0.699, 2.444, -0.725], [0.970, 6.197, -1.509], [1.036, 5.368, -3.081], [1.664, 4.567, -1.626], [-1.638, 6.368, -1.675], [-2.513, 4.844, -1.939], [-1.575, 5.566, -3.263]]
}